Computed, not measured: one molecule with the formula C6H8BrN3O2S, with wB97M-V/def2-TZVPD.

Positions of all 21 atoms, in Å:
C 1.9313 1.3478 0.3095
C 0.5962 1.5246 -0.0713
C -1.7345 1.4051 -0.5421
C -1.0123 -1.8239 -0.2680
C 2.4148 0.5943 1.4809
C -0.3804 0.6382 -0.3379
N -2.8456 0.6399 -0.6608
N -0.2821 -2.9478 0.1062
N -0.1834 -0.6878 -0.2130
O -1.7533 2.6245 -0.5688
O -2.1135 -1.8728 -0.7701
S 2.1912 -0.9309 1.7853
Br 2.9422 0.3227 -1.3636
H 2.5062 2.2485 0.4144
H 0.3680 2.5713 -0.4790
H 2.9752 1.1709 2.1503
H -2.7653 -0.4021 -0.7177
H -3.7705 1.2268 -0.6681
H 0.5604 -2.7864 0.6138
H -0.4155 -3.8756 -0.2315
H 0.7709 -0.9874 0.0312

Net charge: 0
Kohn-Sham gap: 7.1 eV
Molar mass: 266.12 g mol⁻¹
E: -95793.8325 eV
LUMO: -0.062 Ha
SMILES: NC(=O)N/C(=C\[C@H](Br)C=S)C(N)=O
ΔE to the lowest compared entry with this formula, charge and spin: 10.2 kJ/mol
HOMO: -8.8 eV

Löwdin population analysis, charges in e, atoms 1 to 6:
1. C -0.551
2. C -0.144
3. C -0.473
4. C -0.495
5. C -0.673
6. C -0.150

Computed, not measured: one molecule with the formula C3H6ClNSi, with wB97M-V/def2-TZVPD.

Positions of all 12 atoms, in Å:
C 1.8656 0.6708 -0.0631
C -0.6223 0.0234 -1.6259
C -0.7008 -0.0653 1.5545
N 2.7158 1.4189 0.0133
Si 0.3869 -0.4917 -0.0367
Cl 1.3217 -2.3424 0.0511
H -0.0540 0.6982 -2.3920
H -1.1139 -0.7283 -2.1643
H -1.3730 0.7215 -1.1341
H 0.1249 0.1597 2.2644
H -1.2573 0.8147 1.5199
H -1.2937 -0.8796 2.0129

Net charge: 0
Kohn-Sham gap: 11.7 eV
Molar mass: 119.63 g mol⁻¹
E: -25099.8695 eV
LUMO: 0.020 Ha
SMILES: C[Si](C)(Cl)C#N
ΔE to the lowest compared entry with this formula, charge and spin: 6.7 kJ/mol
HOMO: -11.2 eV

Löwdin population analysis, charges in e, atoms 1 to 6:
1. C -0.334
2. C -0.205
3. C -0.186
4. N 0.080
5. Si 0.188
6. Cl 0.304

Computed, not measured: C5H8CoMgO5 as an isolated structure, with wB97M-V/def2-TZVPD.

Positions of all 20 atoms, in Å:
C -2.1190 1.0514 -0.4459
O -2.8764 2.0216 -0.2597
O -1.7210 0.6401 -1.5640
Mg -4.7412 2.5703 -0.0503
O -1.6498 -0.9363 0.3415
C -0.9765 -0.9092 1.5586
C 0.1767 0.0427 1.3741
O 0.8149 -0.3641 0.2981
C 2.0925 0.0802 -0.2113
C 2.2828 -0.7580 -1.4791
O 1.1359 -0.7656 -2.2505
Co -0.5258 -0.8636 -1.3439
H -0.5823 -1.8591 1.9711
H -1.6065 -0.4702 2.3595
H 0.7954 0.2826 2.2490
H -1.0637 1.2696 0.5228
H 2.8457 -0.0817 0.5696
H 1.9767 1.1448 -0.4556
H 2.5942 -1.7768 -1.1706
H 3.1474 -0.3188 -2.0135

Net charge: +2
Kohn-Sham gap (spin up / spin down): 3.8 / 7.3 eV
Molar mass: 231.35 g mol⁻¹
E: -58600.4046 eV
LUMO (spin up / spin down): -0.366 / -0.397 Ha
2S+1: 6
ΔE to the lowest compared entry with this formula, charge and spin: 8.6 kJ/mol
HOMO (spin up / spin down): -13.8 / -18.1 eV

Löwdin population analysis, charges in e, atoms 1 to 6:
1. C -0.425
2. O -0.192
3. O -0.020
4. Mg 1.020
5. O -0.234
6. C -0.217

Computed, not measured: a 2-piece molecular cluster, C5H8O4 overall, with wB97M-V/def2-TZVPD.

Positions of all 17 atoms, in Å:
C 2.4172 -0.2975 -1.7013
C 1.4027 -1.0058 -2.7473
O 1.7661 -2.1519 -3.0691
O 0.3184 -0.4428 -3.0439
H 3.4077 -0.6356 -2.0337
H 1.9422 -0.6239 -0.7862
H 2.5394 0.7993 -1.7774
C -1.2600 0.3173 0.8863
C -2.5311 0.0896 1.7882
C -0.0998 0.8585 1.8454
O -0.4980 1.7450 2.6744
O 1.0741 0.6336 1.5234
H -0.8137 -0.5267 0.3399
H -1.2897 1.0962 0.0964
H -2.6648 -0.9904 1.9400
H -3.4724 0.4525 1.3851
H -2.2383 0.6825 2.6798

Net charge: -2
Kohn-Sham gap: 7.6 eV
Molar mass: 132.12 g mol⁻¹
E: -13504.5214 eV
LUMO: 0.238 Ha
ΔE to the lowest compared entry with this formula, charge and spin: 115.1 kJ/mol
HOMO: -1.1 eV

Löwdin population analysis, charges in e, atoms 1 to 6:
1. C -0.052
2. C -0.800
3. O -0.143
4. O -0.137
5. H 0.032
6. H 0.041

Computed, not measured: C16H29N4NaO2V as an isolated structure, with wB97M-V/def2-TZVPD.

Positions of all 53 atoms, in Å:
N -1.1944 0.1291 1.4884
C -1.3906 0.2793 2.6770
O -1.5804 0.4221 3.8395
Na -2.2209 -0.9071 -2.1115
V -0.0950 0.4397 -0.1188
N -1.0228 1.7308 -1.1386
N -0.2115 -1.0887 -1.2972
C -1.2792 3.0513 -0.5295
C -0.3057 -2.5414 -0.9881
C -2.7459 3.1312 -0.1028
C -0.9864 4.2072 -1.4920
C -0.3726 3.2227 0.6854
C -0.8352 -3.3183 -2.2041
C 1.0522 -3.1206 -0.6024
C -1.3073 -2.7060 0.1489
H -3.4211 3.0495 -0.9645
H -2.9366 4.0948 0.3873
H -3.0003 2.3330 0.6065
H 0.0170 4.1110 -1.9251
H -1.0184 5.1546 -0.9373
H -1.7220 4.2904 -2.2996
H -0.5875 2.4887 1.4698
H -0.5443 4.2225 1.1015
H 0.6858 3.1523 0.3991
H -1.8979 -3.0976 -2.4347
H -0.7978 -4.3890 -1.9658
H -0.2224 -3.1437 -3.0983
H 1.7338 -3.1618 -1.4614
H 0.9170 -4.1497 -0.2407
H 1.5456 -2.5503 0.1940
H -1.0570 -2.0863 1.0191
H -1.3164 -3.7628 0.4509
H -2.3399 -2.4561 -0.1603
C 0.8304 -0.6713 -2.2513
H 1.1624 0.3532 -1.9858
H 1.7108 -1.3324 -2.2442
H 0.4625 -0.6490 -3.2948
C -1.6780 1.5373 -2.4596
H -1.7360 2.4815 -3.0208
H -1.0860 0.8730 -3.1168
H -2.7310 1.1816 -2.3744
O 1.4413 0.4577 0.8079
N 2.1608 -0.2021 1.7927
C 3.1745 -1.0084 1.3938
C 3.8320 -1.7741 2.3450
C 3.4409 -1.7080 3.6797
C 2.4425 -0.8109 4.0520
C 1.8433 -0.0087 3.0924
H 3.4187 -1.0199 0.3317
H 4.6423 -2.4229 2.0160
H 3.9188 -2.3402 4.4234
H 2.1069 -0.7194 5.0820
H 1.1007 0.7521 3.3365

Net charge: +2
Kohn-Sham gap (spin up / spin down): 7.6 / 8.9 eV
Molar mass: 383.37 g mol⁻¹
E: -57207.4356 eV
LUMO (spin up / spin down): -0.276 / -0.243 Ha
2S+1: 2
HOMO (spin up / spin down): -15.1 / -15.5 eV

Löwdin population analysis, charges in e, atoms 1 to 6:
1. N 0.007
2. C -0.439
3. O 0.141
4. Na 0.566
5. V 1.000
6. N -0.146

Computed, not measured: C18H44N8O29S3 as an isolated structure, with wB97M-V/def2-TZVPD.

Positions of all 102 atoms, in Å:
C -1.2377 5.1997 1.2439
N -1.9381 4.0339 1.9487
O -3.1444 3.8218 1.6155
O -1.4078 3.6124 2.9638
H -1.0448 5.9737 1.9868
H -1.9765 5.6043 0.5521
H -0.4010 4.7822 0.6837
C -0.8711 -1.9400 3.9215
N -0.8833 -1.6277 5.4077
O -0.1866 -0.6691 5.8154
O -1.6961 -2.3141 6.0921
H -0.8221 -3.0252 3.8324
H -0.0884 -1.4107 3.3780
H -1.8947 -1.6462 3.6890
C -2.9313 -3.8698 -0.2780
N -2.7512 -4.5453 1.0091
O -3.3185 -5.6109 1.1450
O -2.0237 -4.0476 1.8659
H -2.0619 -3.4158 -0.7535
H -3.7538 -3.1727 -0.1174
H -3.3255 -4.5499 -1.0331
C -3.1092 2.4382 -4.9964
N -1.6616 2.1169 -4.8626
O -0.9052 2.2565 -5.7745
O -1.2794 1.7810 -3.7013
H -3.2920 2.2322 -6.0510
H -3.4151 3.4529 -4.7416
H -3.6837 1.7859 -4.3386
C 1.8653 -3.6111 1.7464
N 1.2799 -4.0506 0.4298
O 1.5139 -5.1844 0.0836
O 0.6673 -3.2672 -0.2862
H 2.4419 -4.3782 2.2633
H 0.9370 -3.5696 2.3161
H 2.5011 -2.7258 1.7383
C 3.7732 3.1717 -0.5497
N 2.6195 4.1293 -0.4136
O 2.5498 4.7939 0.5883
O 1.8774 4.1734 -1.3620
H 4.3378 3.4382 -1.4432
H 3.3035 2.1954 -0.6692
H 4.3324 3.2776 0.3798
C 3.5192 2.4839 4.2794
N 4.1619 1.7985 5.3998
O 3.4987 1.2833 6.2338
O 5.3606 1.8026 5.4001
H 3.4731 1.6481 3.5812
H 4.1975 3.2521 3.9083
H 2.5518 2.7632 4.6969
C 5.5374 -0.4048 1.3116
N 5.3550 -0.8923 2.6981
O 4.2754 -0.6150 3.2563
O 6.2471 -1.4811 3.2723
H 5.8124 0.6366 1.4787
H 4.6651 -0.4807 0.6625
H 6.4032 -0.9359 0.9161
C -2.2002 -2.1107 -5.0083
C -2.2828 -3.4729 -5.6595
C -2.5903 -4.3290 -4.5251
O -1.6777 -3.8024 -3.4931
C -1.3847 -2.3835 -3.7113
H -3.1780 -1.7670 -4.6707
H -1.5993 -1.4258 -5.6066
H -1.4048 -3.8536 -6.1815
H -3.1924 -3.5114 -6.2588
H -2.5098 -5.4089 -4.6497
H -3.6349 -4.1594 -4.2643
H -0.3042 -2.3273 -3.8434
H -1.6783 -1.7551 -2.8705
C -3.6935 1.3053 4.2733
C -4.8791 0.2792 4.1445
O -5.2990 0.3445 2.7715
S -3.9250 0.3256 1.8969
O -3.9468 1.3145 0.7617
O -3.5207 -1.0679 1.6432
O -2.9866 0.9654 3.1093
H -3.0357 1.0619 5.1077
H -3.9157 2.3636 4.4104
H -5.8180 0.6603 4.5461
H -4.6405 -0.6826 4.5986
C 3.3692 1.2455 -4.9261
C 2.2393 1.9033 -4.1152
O 2.2224 1.2876 -2.8212
S 2.8656 -0.1909 -2.9292
O 1.8171 -1.1219 -3.0329
O 3.8784 -0.3510 -1.9221
O 3.4786 -0.0345 -4.4638
H 4.3029 1.7389 -4.6560
H 3.2795 1.1938 -6.0112
H 1.2550 1.7662 -4.5629
H 2.3744 2.9519 -3.8498
C -0.6674 -0.2398 -0.1701
C -0.8290 1.2890 -0.2642
O 0.1012 1.8755 0.6738
S 0.8508 0.7117 1.5994
O 0.7875 0.9636 3.0739
O 2.1759 0.4680 1.0266
O -0.2040 -0.5352 1.1461
H 0.0856 -0.5550 -0.8926
H -1.6539 -0.6630 -0.3590
H -1.8401 1.6908 -0.1980
H -0.5448 1.5454 -1.2848

Net charge: 0
Kohn-Sham gap: 8.9 eV
Molar mass: 932.78 g mol⁻¹
E: -123154.9616 eV
LUMO: -0.032 Ha
HOMO: -9.7 eV

Löwdin population analysis, charges in e, atoms 1 to 6:
1. C 0.067
2. N -0.377
3. O 0.015
4. O 0.066
5. H 0.101
6. H 0.088

Computed, not measured: C57H45CdI2N4O6 as an isolated structure, with wB97M-V/def2-TZVPD.

Positions of all 115 atoms, in Å:
Cd -0.5391 -0.3117 -0.4073
C 0.1804 7.9749 5.4980
O -0.9190 7.1083 5.4272
C -0.8060 5.9850 4.6434
C 0.3366 5.6179 3.9462
C 0.3313 4.4697 3.1733
C -0.7976 3.6635 3.0703
C -1.9369 4.0472 3.7785
C -1.9431 5.1838 4.5574
C -0.7961 2.4871 2.1853
C -0.6260 2.7061 0.8228
C -0.3623 3.9995 0.2273
C -0.3717 3.8220 -1.1097
C -0.6779 2.4307 -1.3579
N -0.8272 1.7879 -0.1643
C -0.9125 1.9383 -2.6457
C -1.5105 0.6910 -2.9672
C -1.9086 0.2042 -4.2455
C -2.2980 -1.0998 -4.0763
C -2.1131 -1.4137 -2.6949
C -2.1216 -2.7083 -2.1053
C -2.5284 -3.8012 -3.0102
C -3.7558 -3.7277 -3.6739
C -4.1462 -4.6922 -4.5746
C -3.3320 -5.7967 -4.8262
O -3.8079 -6.6974 -5.7475
C -2.9906 -7.7833 -6.0941
C -2.1256 -5.9058 -4.1492
C -1.7265 -4.9067 -3.2771
C -1.7084 -3.0372 -0.8071
N -1.3288 -2.1814 0.1927
C -1.0266 -2.9352 1.2979
C -0.7458 -2.4383 2.5619
C -0.1784 -3.2385 3.6495
C -0.6703 -4.4456 4.1481
C 0.0187 -5.1388 5.1228
C 1.2182 -4.6517 5.6381
O 1.8485 -5.4290 6.5834
C 3.1374 -5.0420 6.9845
C 1.6906 -3.4264 5.1881
C 0.9882 -2.7323 4.2263
C -0.9875 -1.0539 2.9181
C -1.8673 -0.6004 3.8835
C -1.9427 0.7949 3.7764
C -1.1135 1.1965 2.7377
N -0.5344 0.0524 2.2454
C -1.1739 -4.3339 0.9671
C -1.6412 -4.3910 -0.2998
N -1.6858 -0.2989 -2.0543
C -0.3946 2.7973 -3.7296
C -1.1706 3.3193 -4.7615
C -0.6176 4.1589 -5.7096
C 0.7284 4.5144 -5.6475
O 1.1794 5.3772 -6.6201
C 2.5607 5.6195 -6.6863
C 1.5129 3.9999 -4.6238
C 0.9529 3.1547 -3.6853
H -0.1524 8.8307 6.0832
H 0.4893 8.3225 4.5067
H 1.0325 7.5034 6.0003
H 1.2340 6.2166 3.9937
H 1.2220 4.1924 2.6288
H -2.8398 3.4650 3.6812
H -2.8265 5.4834 5.1023
H -0.2275 4.9240 0.7559
H -0.2642 4.5747 -1.8670
H -1.8849 0.7530 -5.1688
H -2.6196 -1.7741 -4.8477
H -4.4068 -2.8902 -3.4774
H -5.0835 -4.6094 -5.1017
H -3.4983 -8.2989 -6.9091
H -2.8589 -8.4778 -5.2566
H -2.0089 -7.4474 -6.4398
H -1.4771 -6.7572 -4.2906
H -0.7536 -5.0047 -2.8129
H -1.6142 -4.8294 3.7914
H -0.3563 -6.0732 5.5081
H 3.4811 -5.8122 7.6757
H 3.1392 -4.0762 7.5046
H 3.8194 -4.9838 6.1287
H 2.6103 -3.0096 5.5688
H 1.3797 -1.7900 3.8728
H -2.4303 -1.2325 4.5438
H -2.5767 1.4337 4.3584
H -0.9997 -5.1502 1.6433
H -1.9347 -5.2744 -0.8364
H -2.2243 3.0871 -4.8055
H -1.2224 4.5712 -6.5033
H 2.7172 6.2526 -7.5607
H 3.1224 4.6863 -6.8037
H 2.9316 6.1472 -5.7999
H 2.5565 4.2596 -4.5335
H 1.5807 2.7640 -2.8969
I 2.2746 -2.8785 -0.0126
C 1.8394 -3.3769 -2.0561
I 1.2584 -1.8085 -3.3925
H 1.0387 -4.1102 -2.0367
H 2.7530 -3.8012 -2.4608
C 1.9011 1.0764 3.3207
C 1.6893 0.7848 1.8635
O 0.6182 -0.0032 1.4880
C 2.6292 1.0881 0.8747
C 3.8090 1.8077 1.2101
C 4.7687 2.1207 0.2851
C 4.6121 1.7344 -1.0496
C 3.4935 1.0353 -1.4259
C 2.4807 0.6610 -0.5112
O 1.5275 -0.0889 -0.9198
H 1.0438 0.7776 3.9201
H 2.0691 2.1407 3.4805
H 2.7722 0.5314 3.6946
H 3.9628 2.0996 2.2376
H 5.6556 2.6598 0.5897
H 5.3767 1.9739 -1.7778
H 3.3600 0.7152 -2.4519

Net charge: -1
Kohn-Sham gap (spin up / spin down): 3.3 / 3.3 eV
Molar mass: 1248.23 g mol⁻¹
E: -98846.7210 eV
LUMO (spin up / spin down): 0.035 / 0.032 Ha
HOMO (spin up / spin down): -2.4 / -2.4 eV

Löwdin population analysis, charges in e, atoms 1 to 6:
1. Cd 1.404
2. C -0.110
3. O -0.098
4. C -0.280
5. C -0.023
6. C -0.052

Computed, not measured: a 2-piece molecular cluster, C27H31BClF3O2 overall, with wB97M-V/def2-TZVPD.

Positions of all 65 atoms, in Å:
C 4.2085 -1.3600 -1.1133
C 2.7500 -0.9195 -1.1898
C 2.2239 -1.2626 -2.5738
C 1.9067 -1.5315 0.0766
C 0.4185 -1.6428 -0.2382
C 2.4320 -2.8578 0.6235
O 2.0889 -0.5655 1.0693
B 2.3737 0.6680 0.3815
C 1.1682 1.7449 0.7107
C 0.6473 1.7742 1.9964
C -0.3444 2.6872 2.3558
C -0.8281 3.5545 1.3899
C -1.9071 4.5327 1.7609
F -1.5322 5.8186 1.4855
F -3.0662 4.3100 1.0652
F -2.2480 4.4888 3.0809
C -0.3517 3.5193 0.0834
C 0.6371 2.5898 -0.2560
C 3.7673 1.1605 1.1790
C 4.8849 1.8535 0.4600
C 4.0825 2.5866 1.4764
O 2.6283 0.4764 -1.0205
H 4.3148 -2.3838 -1.5042
H 4.8285 -0.6881 -1.7161
H 4.5948 -1.3410 -0.0868
H 2.2651 -2.3469 -2.7469
H 1.1977 -0.9028 -2.7047
H 2.8568 -0.7564 -3.3155
H 0.2238 -2.5806 -0.7822
H -0.1631 -1.6393 0.6941
H 0.0673 -0.7823 -0.8311
H 2.2362 -3.6724 -0.0829
H 3.5023 -2.8052 0.8359
H 1.9344 -3.0804 1.5714
H 1.0154 1.1022 2.7701
H -0.7192 2.6984 3.3710
H -0.7397 4.1911 -0.6749
H 0.9953 2.5614 -1.2837
H 4.1002 0.4289 1.9316
H 5.9083 1.6077 0.7782
H 4.7477 2.1112 -0.5984
H 3.3860 3.3575 1.1431
H 4.6188 2.8021 2.4042
Cl -5.7535 -0.9684 4.0071
C -4.9709 -1.0421 2.4855
C -5.0058 0.0706 1.6269
C -4.2081 0.0900 0.4852
C -3.4340 -1.0433 0.1069
C -2.8065 -1.1122 -1.1875
C -2.4028 -2.4449 -1.7690
C -2.5530 -2.3189 -3.3175
C -2.9204 -0.8716 -3.4839
C -2.9580 -0.1980 -2.2655
C -3.4772 -2.1841 0.9722
C -4.2400 -2.1820 2.1330
H -5.6573 0.9087 1.8624
H -4.1401 0.9928 -0.1227
H -1.3296 -2.6022 -1.5976
H -2.9523 -3.2847 -1.3273
H -1.5703 -2.5250 -3.7751
H -3.2533 -3.0592 -3.7433
H -3.1910 -0.4670 -4.4565
H -3.1257 0.8621 -2.1219
H -2.8770 -3.0636 0.7462
H -4.2846 -3.0637 2.7669

Net charge: 0
Kohn-Sham gap: 2.9 eV
Molar mass: 490.80 g mol⁻¹
E: -53946.4790 eV
LUMO: -0.133 Ha
ΔE to the lowest compared entry with this formula, charge and spin: 18.4 kJ/mol
HOMO: -6.5 eV

Löwdin population analysis, charges in e, atoms 1 to 6:
1. C -0.020
2. C -0.475
3. C -0.027
4. C -0.477
5. C -0.029
6. C -0.014